{"formula": "C3H4N2", "method": "ωB97M-V with the def2-TZVPD basis set", "fmax_ev_per_a": 7.38, "lumo_ev": [-1.20, -1.20], "de_lowest_kcal_mol": 123.95, "energy_ha": -226.02765, "species": ["N", "N", "C", "C", "C", "H", "H", "H", "H"], "xyz": [[-0.633, -0.228, -0.547], [2.056, -0.571, -2.144], [-0.385, 0.931, 0.316], [1.034, -0.472, -1.676], [-0.358, -0.469, 0.898], [0.421, 1.574, 0.009], [0.524, -1.124, 1.155], [-1.244, -0.789, 1.449], [-1.414, 1.149, 0.539]], "forces_ev_per_a": [[2.3581, -1.1018, -2.5298], [2.7538, -0.2818, -1.5337], [-0.5991, -2.3185, 0.3291], [-5.8770, 0.6919, 4.4123], [2.2183, -0.7545, -0.3922], [-0.0864, 0.2870, 0.6206], [-0.8124, 1.3005, -0.4655], [0.0735, 0.1788, -0.3220], [-0.0286, 1.9983, -0.1188]]}

{"formula": "C18H23F3NO4SSb2SeTi", "method": "ωB97M-V with the def2-TZVPD basis set", "fmax_ev_per_a": 1.32, "lumo_ev": -4.10, "charge": 1, "energy_ha": -5484.33920, "species": ["Sb", "Sb", "Se", "Ti", "S", "F", "F", "F", "O", "O", "O", "O", "N", "C", "C", "C", "C", "C", "C", "C", "C", "C", "C", "C", "C", "C", "C", "C", "C", "C", "C", "H", "H", "H", "H", "H", "H", "H", "H", "H", "H", "H", "H", "H", "H", "H", "H", "H", "H", "H", "H", "H", "H", "H"], "xyz": [[-1.330, -1.215, 0.167], [-1.227, 1.599, 0.108], [2.297, 2.440, -1.085], [1.907, 1.066, 1.302], [2.425, -1.184, 1.862], [3.896, -2.908, -0.400], [6.032, -3.089, -0.150], [4.717, -3.356, 1.544], [3.767, 2.414, -1.667], [1.756, 0.848, -0.678], [2.337, 2.821, 0.600], [1.110, 3.220, -1.792], [4.008, 0.822, 1.577], [3.958, -0.500, 1.355], [-0.579, -2.568, 1.615], [6.127, -0.429, 0.392], [4.915, -2.642, 0.430], [5.005, -1.166, 0.724], [-5.698, 1.163, -2.143], [-4.192, 0.852, -0.272], [6.169, 0.943, 0.636], [0.752, 1.376, 2.972], [-4.941, 1.681, -1.107], [-4.222, -0.532, -0.490], [-1.571, 1.533, -2.002], [-3.321, 1.459, 0.774], [-4.981, -1.042, -1.542], [-0.800, -2.067, -1.692], [-3.446, -1.469, 0.380], [5.068, 1.550, 1.192], [-5.715, -0.206, -2.367], [0.283, -2.168, -1.724], [-6.304, -0.623, -3.172], [-2.357, 0.829, -2.268], [-3.668, -2.510, 0.143], [-0.626, 1.298, -2.485], [-3.314, 0.910, 1.716], [6.966, -0.922, -0.079], [-3.619, 2.482, 1.001], [-4.927, 2.751, -0.934], [-1.870, 2.536, -2.304], [1.584, 1.370, 3.695], [5.001, 2.619, 1.338], [7.032, 1.530, 0.359], [-1.311, -3.371, 1.695], [-0.462, -2.082, 2.581], [-1.132, -1.412, -2.494], [-5.007, -2.113, -1.703], [-6.274, 1.827, -2.773], [-3.644, -1.327, 1.445], [0.374, -2.964, 1.278], [0.284, 2.361, 2.958], [-1.272, -3.043, -1.788], [0.039, 0.609, 3.273]], "forces_ev_per_a": [[-0.0867, -0.0759, -0.1814], [-0.0543, -0.1248, -0.0339], [-0.2201, -0.4454, 0.6849], [0.9571, 0.7831, -0.4658], [-0.0910, -0.0164, -0.0803], [-0.1112, -0.0128, -0.1004], [0.0561, 0.0035, -0.0014], [0.0072, -0.0086, 0.0849], [0.2793, 0.0144, -0.1820], [-0.2157, -0.1446, 0.3994], [-0.0763, -0.2819, 0.3737], [-0.2320, 0.1819, -0.1811], [-0.4630, 0.0487, -0.3323], [-0.0452, -0.1227, 0.0252], [-0.0630, 0.0470, 0.0295], [-0.0097, 0.0471, -0.0026], [0.0344, 0.0162, -0.0285], [0.1709, 0.0973, 0.1345], [-0.0025, 0.0001, -0.0103], [-0.0371, 0.0492, -0.0228], [-0.0386, -0.0444, 0.0098], [0.0751, -0.0092, -0.2161], [0.0122, 0.0152, 0.0197], [-0.0143, -0.0375, -0.0169], [0.0027, 0.0063, 0.0410], [0.0560, 0.0709, -0.0165], [0.0061, -0.0089, -0.0014], [0.0042, 0.0337, 0.0367], [0.0209, -0.1048, 0.0103], [0.1132, -0.0510, -0.0091], [0.0052, -0.0022, 0.0024], [0.0009, 0.0141, -0.0067], [0.0007, 0.0012, -0.0023], [0.0014, -0.0057, 0.0082], [0.0088, 0.0035, -0.0088], [-0.0112, -0.0132, 0.0016], [0.0217, 0.0037, 0.0061], [0.0052, 0.0009, -0.0007], [-0.0090, 0.0050, -0.0257], [-0.0040, -0.0013, -0.0074], [0.0210, 0.0122, 0.0222], [-0.0250, 0.0050, 0.0273], [-0.0239, -0.0007, 0.0102], [-0.0033, 0.0064, 0.0016], [-0.0080, 0.0094, 0.0026], [0.0154, -0.0021, -0.0021], [-0.0024, -0.0124, -0.0013], [-0.0002, 0.0000, -0.0013], [-0.0014, -0.0027, -0.0022], [-0.0037, 0.0326, -0.0036], [0.0066, 0.0084, -0.0145], [-0.0084, -0.0006, 0.0085], [-0.0007, -0.0039, 0.0214], [-0.0204, 0.0171, -0.0022]]}

{"formula": "C2H3N3", "method": "ωB97M-V with the def2-TZVPD basis set", "fmax_ev_per_a": 0.61, "lumo_ev": 0.95, "de_lowest_kcal_mol": 98.40, "energy_ha": -242.11587, "species": ["N", "N", "N", "C", "C", "H", "H", "H"], "xyz": [[0.201, 1.773, -0.067], [-0.683, 0.939, -0.031], [0.550, -0.995, -1.027], [-0.352, -0.507, 0.052], [1.067, -0.685, 0.079], [-1.688, 1.190, -0.041], [2.017, -0.543, 0.571], [-1.112, -1.172, 0.464]], "forces_ev_per_a": [[-0.5517, -0.1836, 0.0623], [0.2413, 0.3578, -0.0688], [0.3158, 0.1394, 0.4985], [-0.0415, 0.0395, 0.1730], [-0.1050, -0.2670, -0.4983], [0.0442, -0.1152, -0.0512], [-0.0166, -0.2247, -0.0704], [0.1135, 0.2537, -0.0451]]}

{"formula": "C3H12BrCuN6O3", "method": "ωB97M-V with the def2-TZVPD basis set", "fmax_ev_per_a": 5.53, "s_squared": 0.754, "lumo_ev": [-5.30, -8.82], "charge": 1, "de_lowest_kcal_mol": 165.03, "multiplicity": 2, "energy_ha": -4889.83718, "species": ["Br", "Cu", "O", "O", "O", "N", "N", "N", "N", "N", "N", "C", "C", "C", "H", "H", "H", "H", "H", "H", "H", "H", "H", "H", "H", "H"], "xyz": [[-0.251, 0.235, -0.949], [1.245, 0.088, -2.414], [-1.193, -4.032, 1.097], [-2.151, 4.199, -1.560], [2.337, 1.354, 1.110], [-1.467, -2.109, -0.118], [-2.270, 2.014, -1.896], [0.413, -2.673, 0.531], [0.943, -0.352, 1.300], [2.695, -0.310, 2.573], [-0.345, 2.900, -1.614], [-1.638, 3.076, -1.671], [-0.845, -2.988, 0.632], [2.013, 0.323, 1.662], [-1.067, -1.182, -0.087], [2.427, -1.274, 2.714], [0.654, -1.014, 2.006], [1.045, -3.373, 0.893], [0.602, -1.924, -0.119], [0.429, 0.165, 0.601], [0.219, 3.717, -1.430], [-3.236, 2.136, -2.164], [-2.446, -2.241, -0.327], [3.568, 0.139, 2.807], [-1.763, 1.143, -1.964], [0.082, 1.984, -1.611]], "forces_ev_per_a": [[-1.5258, 0.2981, -3.0215], [1.9826, -0.4893, -1.6478], [-1.7824, -1.2960, 1.2609], [-1.5295, 3.2351, 0.3514], [0.6306, 1.6294, -0.6927], [-4.4144, 1.6428, -1.2078], [-5.1350, -1.6383, -1.2254], [3.9432, -0.3477, 0.5695], [-0.5809, -0.0348, 1.5869], [1.9865, -0.5192, 2.0666], [1.9072, 4.1326, 0.1849], [3.9803, -1.6860, -0.1887], [0.4412, -2.5586, -0.6817], [0.0596, 0.9088, -1.1910], [-1.4993, -1.3914, 0.2885], [0.9400, 0.2348, 0.5529], [-0.9578, 0.1793, -0.7838], [0.4204, 0.4779, -0.3786], [1.1959, -1.0162, 0.4855], [0.2701, -0.6851, 2.8862], [0.2625, -0.1497, 0.1753], [-0.1697, -0.7052, 0.0964], [0.0144, 0.2673, 0.3482], [0.0564, -0.7762, 0.3972], [-0.4263, -0.1956, -0.1960], [-0.0699, 0.4832, -0.0352]]}

Q: Number 4 is which compound?
A: C3H12BrCuN6O3